No. 1
{
  "formula": "C18H12Cl2N3O2Pd",
  "method": "the ωB97M-V functional and the def2-TZVPD basis",
  "total_energy_ev": -55919.234,
  "homo_lumo_gap_ha": 0.1326,
  "lumo_ev": -13.62,
  "homo_ev": -17.23,
  "charge": 3,
  "mol_weight_g_mol": 479.64,
  "species": ["Pd", "Cl", "C", "C", "C", "Cl", "C", "O", "C", "C", "O", "C", "H", "H", "H", "C", "C", "C", "C", "C", "C", "N", "N", "C", "C", "C", "C", "C", "N", "H", "H", "H", "H", "H", "H", "H", "H", "H"],
  "coordinates": [[-0.102, -0.149, 0.245], [1.900, -5.630, -4.579], [1.164, -4.400, -3.769], [-0.040, -3.864, -4.236], [-0.625, -2.833, -3.549], [-2.047, -2.143, -4.029], [0.034, -2.255, -2.299], [-0.449, -1.300, -1.737], [1.288, -2.908, -1.837], [1.955, -2.441, -0.600], [1.494, -1.584, 0.121], [1.823, -3.912, -2.544], [-0.499, -4.264, -5.132], [2.918, -2.907, -0.352], [2.743, -4.402, -2.240], [1.556, -1.282, 5.466], [1.103, 0.032, 5.563], [0.543, 0.657, 4.472], [0.448, -0.051, 3.263], [0.898, -1.368, 3.162], [1.446, -1.983, 4.269], [-0.150, 0.568, 2.148], [-0.780, 1.626, 2.311], [-1.404, 2.131, 1.191], [-2.117, 3.310, 1.210], [-2.712, 3.734, 0.024], [-2.573, 2.972, -1.126], [-1.845, 1.792, -1.073], [-1.285, 1.386, 0.063], [1.991, -1.763, 6.332], [1.189, 0.569, 6.498], [0.192, 1.676, 4.538], [0.787, -1.920, 2.242], [1.784, -3.008, 4.210], [-2.194, 3.872, 2.130], [-3.277, 4.656, 0.003], [-3.021, 3.277, -2.061], [-1.711, 1.158, -1.941]]
}



No. 2
{
  "formula": "C18H12Cl4N6O4RuS",
  "method": "the ωB97M-V functional and the def2-TZVPD basis",
  "total_energy_ev": -99500.157,
  "homo_lumo_gap_ha": [0.1947, 0.2162],
  "lumo_ev": [2.44, 0.87],
  "homo_ev": [-2.86, -5.01],
  "charge": -1,
  "multiplicity": 6,
  "mol_weight_g_mol": 651.28,
  "species": ["Ru", "N", "C", "S", "N", "N", "C", "C", "C", "C", "C", "C", "N", "H", "H", "H", "H", "H", "H", "H", "Cl", "C", "C", "Cl", "C", "Cl", "C", "O", "C", "O", "C", "Cl", "C", "N", "C", "C", "C", "O", "N", "C", "O", "H", "H", "H", "H", "H"],
  "coordinates": [[0.179, -0.721, -0.315], [0.710, -4.895, 0.939], [0.336, -3.597, 0.638], [1.361, -2.727, -0.526], [-0.749, -3.161, 1.195], [-1.035, -1.864, 0.769], [-2.143, -1.293, 1.237], [-2.425, 0.010, 0.815], [-3.580, 0.763, 1.146], [-3.737, 2.020, 0.633], [-2.742, 2.589, -0.202], [-1.629, 1.815, -0.481], [-1.476, 0.579, -0.017], [1.719, -4.966, 0.992], [0.285, -5.139, 1.831], [-2.751, -1.867, 1.910], [-4.341, 0.322, 1.771], [-4.625, 2.593, 0.899], [-2.823, 3.584, -0.601], [-0.819, 2.215, -1.092], [-0.748, -0.313, -7.361], [-0.233, -0.139, -5.721], [0.906, 0.669, -5.437], [1.721, 1.462, -6.728], [1.356, 0.793, -4.146], [2.716, 1.745, -3.763], [0.680, 0.147, -3.090], [1.111, 0.265, -1.905], [-0.505, -0.656, -3.354], [-1.129, -1.180, -2.390], [-0.920, -0.779, -4.717], [-2.286, -1.732, -5.057], [2.066, 2.983, 2.716], [2.003, 1.531, 2.864], [2.388, 0.870, 4.003], [2.266, -0.466, 4.125], [1.700, -1.247, 3.000], [1.616, -2.467, 3.082], [1.303, -0.526, 1.892], [1.472, 0.803, 1.794], [1.147, 1.418, 0.773], [2.597, 3.384, 3.585], [1.061, 3.422, 2.687], [2.599, 3.250, 1.806], [2.817, 1.482, 4.782], [2.580, -0.979, 5.015]]
}



No. 3
{
  "formula": "C18H12Cl5N4O5RhS2",
  "method": "the ωB97M-V functional and the def2-TZVPD basis",
  "total_energy_ev": -122348.346,
  "homo_lumo_gap_ha": 0.2721,
  "lumo_ev": -1.15,
  "homo_ev": -8.55,
  "relative_energy_kj_mol": 52.7,
  "mol_weight_g_mol": 708.62,
  "species": ["Rh", "Cl", "C", "C", "Cl", "C", "Cl", "C", "O", "C", "Cl", "C", "Cl", "S", "C", "N", "O", "C", "O", "C", "C", "C", "C", "C", "C", "N", "O", "O", "H", "H", "H", "H", "C", "N", "C", "C", "N", "C", "S", "H", "H", "H", "H", "H", "H", "H", "H"],
  "coordinates": [[0.637, 1.408, -1.227], [5.446, -3.624, -1.822], [4.207, -2.567, -1.273], [3.862, -1.449, -2.020], [4.656, -1.092, -3.498], [2.861, -0.607, -1.560], [2.439, 0.813, -2.525], [2.158, -0.819, -0.359], [1.232, -0.024, 0.098], [2.534, -1.969, 0.373], [1.690, -2.270, 1.842], [3.532, -2.818, -0.072], [3.953, -4.199, 0.858], [-0.108, 3.074, -2.751], [-1.055, 3.654, -1.490], [-1.641, 3.950, -0.535], [-0.596, 0.060, -2.101], [-1.408, 0.096, -1.121], [-1.175, 0.919, -0.178], [-2.584, -0.799, -1.097], [-3.178, -1.119, 0.118], [-4.277, -1.962, 0.156], [-4.794, -2.478, -1.023], [-4.181, -2.138, -2.216], [-3.077, -1.313, -2.288], [-4.734, -2.686, -3.473], [-4.173, -2.390, -4.505], [-5.708, -3.403, -3.390], [-2.769, -0.700, 1.028], [-4.734, -2.218, 1.101], [-5.652, -3.132, -1.035], [-2.617, -1.078, -3.236], [3.222, 1.606, 2.585], [1.861, 2.083, 2.534], [0.962, 1.991, 3.683], [-0.388, 2.435, 3.093], [0.017, 3.013, 1.816], [1.259, 2.669, 1.508], [1.964, 2.926, -0.052], [3.818, 2.218, 3.265], [3.644, 1.657, 1.585], [3.229, 0.572, 2.928], [1.307, 2.642, 4.489], [0.939, 0.963, 4.046], [-0.887, 3.175, 3.715], [-1.061, 1.593, 2.924], [-0.630, 3.340, 1.101]]
}



No. 4
{
  "formula": "C18H12CrN5Se4",
  "method": "the ωB97M-V functional and the def2-TZVPD basis",
  "total_energy_ev": -316121.548,
  "homo_lumo_gap_ha": [0.1987, 0.2173],
  "lumo_ev": [-1.57, -1.18],
  "homo_ev": [-6.98, -7.09],
  "multiplicity": 4,
  "relative_energy_kj_mol": 0.0,
  "mol_weight_g_mol": 666.16,
  "species": ["Cr", "C", "C", "C", "C", "N", "C", "N", "C", "N", "C", "N", "C", "C", "C", "C", "C", "N", "C", "C", "C", "C", "C", "C", "H", "H", "H", "H", "H", "H", "H", "H", "H", "H", "H", "H", "Se", "Se", "Se", "Se"],
  "coordinates": [[-1.368, 0.000, 0.000], [-2.642, 0.067, -4.072], [-1.502, -0.012, -4.867], [-0.280, -0.022, -4.247], [-0.190, 0.024, -2.849], [-1.295, 0.075, -2.079], [-2.489, 0.112, -2.711], [1.102, 0.016, -2.360], [1.415, 0.010, -1.126], [0.589, 0.000, 0.000], [1.415, -0.010, 1.126], [1.102, -0.016, 2.360], [-0.190, -0.024, 2.849], [-0.280, 0.022, 4.247], [-1.502, 0.012, 4.867], [-2.642, -0.067, 4.072], [-2.489, -0.112, 2.711], [-1.295, -0.075, 2.079], [2.825, -0.004, 0.690], [4.001, -0.002, 1.414], [5.191, 0.000, 0.698], [5.191, 0.000, -0.698], [4.001, 0.002, -1.414], [2.825, 0.004, -0.690], [-3.636, 0.095, -4.492], [-1.577, -0.058, -5.945], [0.651, -0.072, -4.791], [-3.364, 0.173, -2.085], [0.651, 0.072, 4.791], [-1.577, 0.058, 5.945], [-3.636, -0.095, 4.492], [-3.364, -0.173, 2.085], [3.987, 0.000, 2.496], [6.135, 0.000, 1.227], [6.135, 0.000, -1.227], [3.987, 0.000, -2.496], [-2.890, -1.939, -0.077], [-5.051, -1.097, -0.445], [-5.051, 1.097, 0.445], [-2.890, 1.939, 0.077]]
}